[1]
Below is a molecular structure, C37H35MnN3S2Sb at a distorted geometry, with properties calculated with ωB97M-V with the def2-TZVPD basis set.

Net charge = +2
Energy above the lowest of the compared OMol25 structures with the same formula, charge and spin = 0.386 eV
Spin multiplicity = 5
Frontier orbital gap (spin up / spin down) = 6.3 / 6.4 eV
LUMO (spin up / spin down) = -6.446 / -6.391 eV
DFT total energy = -3782.35160 Ha

Positions of all 79 atoms, in Å:
Mn  0.1419  0.5345  -0.8667
C  4.5057  -0.0555  -0.9936
C  4.9505  1.1926  -1.4122
C  4.0235  2.2021  -1.5811
C  2.6648  1.9390  -1.4023
N  2.2354  0.6918  -1.0900
C  3.1476  -0.2532  -0.8427
C  1.6091  2.9479  -1.3437
C  1.7982  4.2984  -1.6263
C  0.7971  5.2127  -1.3493
C  -0.3667  4.7996  -0.7192
C  -0.5526  3.4617  -0.4076
C  0.3764  2.4940  -0.7942
H  5.1978  -0.8530  -0.7743
H  6.0026  1.3726  -1.5654
H  4.3472  3.1996  -1.8211
H  2.7774  -1.2019  -0.4695
H  2.7282  4.6411  -2.0497
H  0.9406  6.2572  -1.5727
H  -1.1302  5.5139  -0.4553
H  -1.4235  3.1778  0.1746
S  -4.8110  3.9531  -1.1662
C  -6.4576  4.3976  -1.1199
C  -7.2949  3.3159  -1.0967
C  -6.6011  2.1021  -1.1154
C  -5.2272  2.2541  -1.1535
C  -4.2383  1.2118  -1.1435
C  -2.8610  1.4770  -1.3029
N  -1.9138  0.5540  -1.2442
C  -2.3006  -0.7539  -1.1677
C  -3.6586  -1.1273  -1.0290
C  -4.0047  -2.5098  -0.9612
C  -3.0601  -3.4715  -1.0643
C  -1.6888  -3.1339  -1.2772
C  -0.6888  -4.0962  -1.4201
C  0.6208  -3.7061  -1.7015
C  0.8553  -2.3212  -1.8454
N  -0.0338  -1.3828  -1.5813
C  -1.3123  -1.7678  -1.3192
C  1.7128  -4.6395  -1.7445
C  3.0706  -4.3830  -1.7509
C  3.8456  -5.5393  -1.6145
C  3.0897  -6.6775  -1.5368
S  1.4208  -6.3551  -1.6150
C  -4.6149  -0.1194  -0.9693
H  -6.7283  5.4353  -1.1197
H  -8.3681  3.3884  -1.0700
H  -7.1037  1.1525  -1.1130
H  -2.5412  2.4940  -1.4890
H  -5.0465  -2.7606  -0.8440
H  -3.3171  -4.5173  -1.0082
H  -0.9365  -5.1406  -1.3096
H  1.8246  -1.9912  -2.1895
H  3.5070  -3.4048  -1.8431
H  4.9177  -5.5374  -1.5640
H  3.4264  -7.6914  -1.4300
H  -5.6448  -0.3825  -0.7984
C  -0.4272  0.6464  4.8253
C  -0.4862  1.3819  3.5005
Sb  0.6151  0.3615  1.8966
C  2.6016  1.2011  2.2739
C  3.0547  1.1661  3.7214
C  0.9158  -1.6191  2.7835
C  1.6368  -2.6074  1.8808
H  -0.9450  1.2282  5.5847
H  0.5969  0.5009  5.1562
H  -0.9110  -0.3244  4.7644
H  -0.0458  2.3772  3.5803
H  -1.5181  1.4953  3.1651
H  2.5583  2.2280  1.9070
H  3.3034  0.6480  1.6493
H  2.3771  1.7266  4.3606
H  4.0426  1.6191  3.7990
H  3.1390  0.1476  4.0955
H  -0.0655  -2.0076  3.0552
H  1.4871  -1.4520  3.6953
H  1.1205  -2.7434  0.9271
H  1.6793  -3.5763  2.3771
H  2.6628  -2.2983  1.6861

Löwdin population analysis, charges in e, atoms 1 to 5:
1 Mn 0.78
2 C -0.02
3 C 0.00
4 C 0.03
5 C -0.20



[2]
Below is a molecular structure, C37H36BN6Ti, with properties calculated with ωB97M-V with the def2-TZVPD basis set.

Net charge = +3
Energy above the lowest of the compared OMol25 structures with the same formula, charge and spin = 0.000 eV
Frontier orbital gap = 6.1 eV
LUMO = -10.958 eV
DFT total energy = -2633.61588 Ha

Positions of all 81 atoms, in Å:
Ti  -0.0430  -0.1517  0.1627
C  -0.1110  3.7341  1.5422
C  -0.0569  2.2685  1.7936
C  -1.2442  1.5680  2.0628
C  -1.2270  0.2169  2.3986
C  -0.0072  -0.4719  2.4884
C  1.1877  0.2144  2.2224
C  1.1568  1.5684  1.8697
H  -0.1899  4.2386  2.5111
H  -0.9973  4.0006  0.9684
H  0.7861  4.0997  1.0487
H  -2.1825  2.1026  2.0596
H  -2.1539  -0.3081  2.5921
H  0.0171  -1.5163  2.7720
H  2.1277  -0.3232  2.2718
H  2.0832  2.0976  1.7077
C  -2.4751  -0.0446  -4.4881
C  -2.4029  0.2546  -3.0375
C  -3.2933  1.0097  -2.2690
C  -2.8320  0.9861  -0.9809
N  -1.6539  0.2562  -0.9254
N  -1.4437  -0.1960  -2.2293
B  -0.2542  -1.0987  -2.5922
N  1.0458  -0.2951  -2.3857
N  1.3011  0.3718  -1.1891
C  2.5640  0.9196  -1.3302
C  3.0698  0.5804  -2.5562
C  2.0929  -0.1821  -3.2028
C  2.1470  -0.7758  -4.5606
C  3.2195  1.7856  -0.3372
C  2.9550  3.1545  -0.3589
C  3.6158  3.9925  0.5294
C  4.5294  3.4676  1.4360
C  4.8130  2.1074  1.4348
C  4.1737  1.2657  0.5351
N  -0.2291  -2.2860  -1.6075
N  0.0612  -2.0564  -0.2709
C  0.1423  -3.2998  0.3310
C  -0.1624  -4.2592  -0.5992
C  -0.3820  -3.5957  -1.8136
C  -0.6969  -4.1823  -3.1383
C  0.5890  -3.4712  1.7181
C  -0.2493  -4.0522  2.6695
C  0.1942  -4.1954  3.9762
C  1.4730  -3.7825  4.3282
C  2.3222  -3.2376  3.3717
C  1.8840  -3.0796  2.0654
C  -3.5222  1.5971  0.1624
C  -4.1538  0.7988  1.1160
C  -4.8409  1.3951  2.1623
C  -4.9155  2.7818  2.2471
C  -4.3329  3.5759  1.2672
C  -3.6447  2.9864  0.2167
H  -3.3732  0.3982  -4.9101
H  -2.5016  -1.1196  -4.6650
H  -1.6104  0.3671  -5.0098
H  -4.1973  1.4808  -2.6160
H  -0.3382  -1.4781  -3.7054
H  4.0236  0.8742  -2.9604
H  3.0528  -0.4542  -5.0675
H  1.2863  -0.4743  -5.1565
H  2.1579  -1.8652  -4.5022
H  2.2576  3.5635  -1.0804
H  3.4344  5.0590  0.5025
H  5.0462  4.1253  2.1218
H  5.5507  1.7066  2.1168
H  4.4215  0.2109  0.5074
H  -0.1670  -5.3251  -0.4454
H  -0.7457  -5.2650  -3.0621
H  0.0660  -3.9198  -3.8714
H  -1.6591  -3.8185  -3.5006
H  -1.2422  -4.3832  2.3914
H  -0.4531  -4.6424  4.7184
H  1.8179  -3.9118  5.3451
H  3.3332  -2.9621  3.6414
H  2.5581  -2.6959  1.3064
H  -4.1301  -0.2815  1.0250
H  -5.3429  0.7834  2.9001
H  -5.4606  3.2407  3.0609
H  -4.4306  4.6523  1.3119
H  -3.2078  3.5997  -0.5624

Löwdin population analysis, charges in e, atoms 1 to 5:
1 Ti 1.28
2 C 0.03
3 C -0.19
4 C 0.01
5 C -0.03